{
  "formula": "C23H29BClF9N4O3S",
  "method": "the ωB97M-V functional and the def2-TZVPD basis",
  "lumo_ha": -0.0871,
  "orbital_gap_ev": 7.9,
  "species": ["N", "C", "N", "N", "C", "C", "C", "C", "C", "C", "C", "C", "C", "C", "C", "C", "C", "C", "C", "C", "F", "F", "C", "F", "F", "F", "C", "C", "Cl", "N", "C", "C", "C", "S", "O", "O", "O", "H", "H", "H", "H", "H", "H", "H", "H", "H", "H", "H", "H", "H", "H", "H", "H", "H", "H", "H", "H", "H", "H", "H", "H", "H", "H", "H", "H", "H", "B", "F", "F", "F", "F"],
  "coordinates": [[-0.058, -5.755, 2.241], [-0.678, -4.940, 2.987], [-0.184, -4.661, 4.326], [-1.876, -4.291, 2.581], [-1.541, -3.225, 1.578], [-1.214, -1.904, 2.313], [-0.566, -0.777, 1.426], [-0.179, -1.238, 0.011], [0.625, -0.247, -0.822], [1.950, 0.017, -0.446], [2.560, -0.603, 0.797], [2.761, 0.388, 2.013], [2.391, 1.846, 1.771], [3.359, 2.816, 1.582], [3.067, 4.141, 1.356], [1.762, 4.578, 1.332], [0.778, 3.636, 1.557], [1.084, 2.310, 1.764], [2.715, 0.868, -1.251], [4.188, 1.242, -1.089], [4.806, 0.782, 0.001], [4.285, 2.586, -1.219], [4.991, 0.652, -2.337], [5.103, 1.533, -3.324], [6.194, 0.220, -1.973], [4.326, -0.424, -2.820], [2.108, 1.454, -2.346], [0.811, 1.206, -2.644], [0.155, 2.033, -4.004], [0.089, 0.351, -1.907], [-1.317, 0.064, -2.294], [-2.245, 0.869, -1.363], [-3.718, 0.564, -1.634], [-4.679, 1.323, -0.291], [-5.888, 1.896, -0.758], [-3.812, 2.330, 0.279], [-4.883, 0.198, 0.838], [0.757, -6.072, 2.765], [-0.799, -3.988, 4.777], [0.694, -4.160, 4.208], [-2.303, -3.836, 3.380], [-0.714, -3.631, 0.998], [-2.453, -3.066, 0.988], [-2.100, -1.500, 2.819], [-0.511, -2.158, 3.119], [-1.289, 0.049, 1.417], [0.275, -0.394, 2.003], [-1.080, -1.606, -0.478], [0.470, -2.113, 0.133], [2.020, -1.472, 1.171], [3.544, -0.984, 0.505], [2.140, 0.037, 2.847], [3.795, 0.362, 2.372], [4.411, 2.538, 1.608], [3.860, 4.864, 1.181], [1.468, 5.607, 1.148], [-0.270, 3.931, 1.579], [0.241, 1.650, 1.939], [2.678, 2.128, -2.978], [-1.503, -1.012, -2.267], [-1.532, 0.372, -3.319], [-2.086, 1.931, -1.592], [-1.932, 0.752, -0.323], [-3.917, -0.507, -1.732], [-3.960, 1.078, -2.571], [-4.139, 0.313, 1.449], [-4.621, -0.193, -5.087], [-3.298, 0.055, -4.569], [-5.259, 1.034, -5.308], [-4.517, -0.909, -6.281], [-5.343, -0.938, -4.131]],
  "forces_ev_per_angstrom": [[-0.1419, 0.6286, -0.0549], [0.1794, -0.5163, 0.9015], [-0.6473, 0.6869, -0.7014], [0.9994, 0.3737, -0.2538], [-1.2616, 0.0028, 0.9967], [0.9267, -0.1991, -0.4746], [-0.7280, -0.0123, 0.8902], [0.1469, -0.1524, 0.1697], [0.1889, -0.2594, 0.8919], [0.3787, -0.1429, 0.3224], [0.6653, 0.1289, 0.2829], [-0.4294, 0.3795, 0.0553], [0.1053, -0.0527, 0.0401], [1.1928, -0.4373, 0.1008], [0.1898, 1.0007, -0.2276], [-0.3781, 0.0030, -0.0293], [-0.7972, 0.2875, -0.0560], [-0.6697, -0.5628, 0.0929], [-0.6664, -0.0659, 0.4637], [0.0385, -0.3486, -1.8274], [-0.1627, 0.4243, 0.1495], [0.3001, -0.1094, 0.7135], [-0.1365, -0.8863, 0.0178], [0.0124, -0.0078, 0.2475], [-0.0481, 0.4126, -0.0212], [0.1168, 0.2322, 0.1119], [1.2268, 0.5036, 0.1004], [-0.3738, 0.5052, -0.8214], [-0.1441, -0.3855, 0.4246], [-0.6106, -0.3914, -0.4608], [-1.1334, 0.2314, 0.0170], [0.5743, 0.1362, -0.3501], [0.2409, -0.1047, 0.4144], [0.8928, 2.5136, -0.6623], [-0.9935, -1.5023, -0.1046], [0.6909, -0.7782, 0.6480], [-0.0396, -0.0424, -0.6055], [-0.0131, -0.1865, -0.2203], [0.0740, -0.2050, 0.1717], [0.1319, -0.3546, 0.2190], [-0.1231, -0.1589, -0.0421], [-0.2480, 0.1959, -0.1781], [0.4193, -0.1912, -0.3352], [0.0332, -0.2204, -0.2185], [-0.0507, 0.1188, -0.1760], [0.2481, -0.0742, -0.3872], [0.0530, -0.0533, -0.3928], [0.2160, 0.2182, -0.1522], [-0.1284, 0.1307, -0.2019], [-0.1013, 0.1713, -0.3100], [-0.2237, 0.0295, 0.1212], [0.1631, -0.0274, -0.1539], [-0.1557, -0.1680, -0.2193], [-0.1993, -0.0350, 0.0462], [0.0282, -0.2401, 0.0933], [0.2898, -0.0623, 0.0397], [0.1828, -0.0078, -0.0408], [0.2043, -0.0644, 0.0243], [-0.2404, -0.0584, 0.0349], [0.2058, 0.1745, 0.0868], [0.3744, -0.1482, 0.1074], [0.0360, -0.1855, 0.1761], [-0.2442, -0.1641, -0.1058], [-0.2739, 0.2372, -0.0342], [-0.5972, -0.2918, 0.2371], [-0.1686, 0.0696, 0.0743], [-0.5230, -0.1109, -0.4170], [0.1997, 0.0511, 0.2288], [0.2496, -0.0138, 0.1803], [0.1599, 0.0501, 0.1990], [0.3170, 0.0820, 0.1435]],
  "mulliken_charge": [-0.679, 0.611, -0.702, -0.352, -0.787, -1.283, 1.343, -1.527, 0.365, 0.773, -1.302, -1.711, 0.319, -0.143, -0.788, -0.583, -0.835, 0.399, 0.801, 0.468, -0.339, -0.272, 0.875, -0.229, -0.260, -0.257, -0.892, 0.034, -0.121, 0.181, -2.788, 1.345, -0.794, 1.195, -0.605, -0.665, -0.457, 0.264, 0.302, 0.279, 0.311, 0.554, 0.133, 0.245, 0.358, 0.627, -1.119, 0.486, 0.798, 0.546, 0.786, 0.623, 0.418, 0.459, 0.415, 0.424, 0.509, 0.307, 0.652, 0.209, 0.986, 0.370, -0.450, 0.527, 0.319, 0.367, 0.417, -0.292, -0.389, -0.366, -0.410]
}